One molecule with the formula C6H13P in a non-equilibrium geometry, computed with wB97M-V/def2-TZVPD.

SMILES: C=P[C@H](C)C(C)C
LUMO, eV: 0.43
HOMO-LUMO gap, Eh: 0.3534
Largest force on an atom, Eh/bohr: 0.0826
Relative energy (zero: lowest compared OMol25 entry of this formula, charge and spin), eV: 1.966

Each line ends with the natural charge from an NBO analysis.
Atoms and positions in Å:
C: 2.70 0.88 0.77  -0.79
P: 2.05 0.02 -0.54  0.65
C: 0.43 -0.51 0.32  -0.46
C: 0.16 -1.96 -0.03  -0.63
C: -0.54 0.63 -0.13  -0.21
C: -1.93 0.55 0.72  -0.63
C: -0.73 0.53 -1.70  -0.64
H: 3.63 1.30 0.69  0.20
H: 2.31 1.01 1.72  0.19
H: 0.44 -0.30 1.40  0.21
H: -0.08 -2.06 -1.00  0.20
H: -0.69 -2.22 0.56  0.21
H: 1.07 -2.50 0.34  0.22
H: 0.05 1.46 0.18  0.21
H: -2.04 1.47 1.43  0.21
H: -1.95 -0.38 1.28  0.20
H: -2.90 0.54 0.14  0.22
H: -1.27 -0.34 -2.09  0.22
H: 0.25 0.28 -2.11  0.20
H: -0.96 1.59 -1.96  0.23

A 3-piece molecular cluster, C18H29F16N2O2P2 overall in a non-equilibrium geometry, computed with wB97M-V/def2-TZVPD.

LUMO, eV: 2.11
Total charge: -1
HOMO-LUMO gap, Eh: 0.1916
Largest force on an atom, Eh/bohr: 0.0690
Relative energy (zero: lowest compared OMol25 entry of this formula, charge and spin), eV: 5.243

Each line ends with the natural charge from an NBO analysis.
Atoms and positions in Å:
C: 2.28 0.75 -2.73  -0.65
C: 0.66 0.65 -2.87  -0.72
P: -0.03 -1.03 -3.43  0.66
C: -0.88 -0.97 -5.14  -0.73
C: -2.54 -1.17 -5.03  -0.63
C: 1.23 -2.46 -3.27  -0.94
C: 0.40 -3.85 -2.94  -0.44
C: 0.55 -4.21 -1.33  -0.41
C: 0.55 -2.90 -0.34  -0.24
N: 0.70 -3.37 1.12  -0.89
P: 2.11 -2.52 -4.98  1.24
N: 3.69 -2.78 -4.74  -1.38
H: 2.87 -0.23 -2.99  0.25
H: 2.77 1.61 -3.39  0.19
H: 2.52 1.04 -1.61  0.19
H: 0.34 1.45 -3.70  0.21
H: 0.20 1.07 -1.86  0.23
H: -0.66 0.07 -5.68  0.20
H: -0.52 -1.80 -5.90  0.21
H: -2.96 -0.56 -4.13  0.22
H: -2.95 -0.82 -6.07  0.19
H: -2.78 -2.33 -4.96  0.20
H: 0.75 -4.77 -3.59  0.20
H: -0.73 -3.63 -3.20  0.19
H: -0.42 -4.84 -1.06  0.18
H: 1.48 -4.90 -1.09  0.19
H: -0.47 -2.33 -0.53  0.20
H: 1.42 -2.14 -0.51  0.22
H: 0.92 -4.41 1.13  0.36
H: 1.60 -2.93 1.48  0.36
H: 1.96 -1.22 -5.60  -0.09
H: 1.53 -3.49 -5.89  -0.11
H: 4.26 -1.96 -5.07  0.35
C: 0.21 5.87 -0.95  -0.14
C: -0.19 4.53 -1.60  0.59
C: -1.65 4.14 -1.43  0.52
F: -2.00 4.01 -0.13  -0.32
F: -1.90 2.94 -2.01  -0.32
F: 0.65 3.55 -1.16  -0.30
F: 0.06 4.64 -2.94  -0.33
O: 0.82 5.79 0.34  -0.51
C: -0.09 5.68 1.43  0.85
C: 0.01 4.33 2.16  0.50
F: -0.20 3.28 1.32  -0.31
F: -0.93 4.23 3.14  -0.32
F: -1.34 5.95 1.00  -0.32
F: 0.23 6.68 2.29  -0.32
H: 1.00 6.30 -1.59  0.23
H: -0.60 6.60 -0.98  0.21
H: -2.32 4.87 -1.89  0.14
H: 0.99 4.20 2.62  0.16
C: -1.18 -2.42 6.63  -0.14
C: 0.12 -1.68 6.96  0.59
C: 0.03 -0.16 6.91  0.52
F: -0.32 0.30 5.68  -0.31
F: 1.24 0.41 7.19  -0.33
F: 1.12 -2.15 6.17  -0.31
F: 0.48 -2.03 8.24  -0.33
O: -1.31 -2.90 5.29  -0.51
C: -1.78 -1.93 4.35  0.85
C: -0.73 -1.57 3.29  0.46
F: 0.42 -1.11 3.85  -0.33
F: -1.17 -0.59 2.46  -0.32
F: -2.25 -0.85 5.01  -0.33
F: -2.86 -2.49 3.74  -0.32
H: -1.17 -3.34 7.24  0.22
H: -2.07 -1.88 6.96  0.21
H: -0.69 0.22 7.63  0.14
H: -0.47 -2.44 2.68  0.22